Record 1
ORCA calculation (the ωB97M-V functional and the def2-TZVPD basis) on a cluster of 2 separate species, CH6OSi in total.

```
9
Properties=species:S:1:pos:R:3:forces:R:3
C 0.768 0.119 0.058 2.7989 3.7514 1.1729
O 1.317 0.633 -1.193 -0.4237 -2.1731 2.1431
Si -0.909 -0.585 0.195 -0.8268 -2.2104 -1.6491
H 0.701 1.578 1.040 0.0431 -3.3310 -1.8168
H 1.582 -0.463 0.542 -0.6647 0.4818 -0.1373
H 0.740 1.355 -1.290 -0.9021 1.6946 -1.0911
H -1.846 0.029 -0.804 0.4269 -0.2004 0.0838
H -0.770 -2.165 0.024 -0.1551 1.5549 -0.1669
H -1.583 -0.501 1.428 -0.2966 0.4322 1.4613
```
Forces are in eV/Å.

Summary:
- Orbital gap: 10.0 eV
- Relative energy (zero: lowest compared OMol25 entry of this formula, charge and spin): 434.3 kJ/mol
- Spin multiplicity: 1


Record 2
ORCA calculation (the ωB97M-V functional and the def2-TZVPD basis) on an isolated molecule of CH4N2O3.

```
10
Properties=species:S:1:pos:R:3:forces:R:3
N 0.393 -1.202 0.404 0.8044 1.3168 -3.7358
C -0.098 0.059 -0.035 1.7883 -0.2643 -2.8156
O 0.656 0.541 -1.159 -0.4331 0.3768 2.1460
N -1.442 -0.161 -0.648 -0.5136 -0.0053 -0.4998
O -1.467 -0.238 -1.837 -0.6402 -0.3061 -1.4581
O -2.381 -0.333 0.076 -0.9187 0.0019 1.3462
H 0.175 -1.327 1.307 -0.9312 -1.1426 3.8758
H 0.060 -1.924 -0.229 0.1112 -0.1730 0.4852
H -0.208 0.803 0.706 -0.0062 0.6141 0.9511
H 1.302 -0.139 -1.298 0.7390 -0.4183 -0.2948
```
Forces are in eV/Å.

Summary:
- Orbital gap: 11.2 eV
- Relative energy (zero: lowest compared OMol25 entry of this formula, charge and spin): 117.5 kJ/mol
- Spin multiplicity: 1
- SMILES string: N[C@@H](O)[N+](=O)[O-]


Record 3
ORCA calculation (the ωB97M-V functional and the def2-TZVPD basis) on an isolated molecule of C3H4O.

```
8
Properties=species:S:1:pos:R:3:forces:R:3
C -1.255 -0.149 0.009 0.0435 2.1408 0.2920
C -0.249 0.664 -0.040 5.8184 2.8479 -0.5321
C 1.318 -0.118 -0.040 -0.2691 -3.4541 0.6041
O 2.542 0.004 -0.002 -3.3833 2.0295 -0.3401
H -2.228 0.188 0.184 -1.4511 0.3892 -0.1234
H -1.046 -1.131 -0.064 0.3948 -3.4495 0.0101
H -0.129 1.814 -0.108 -0.8689 -2.1377 0.4161
H 1.048 -1.272 0.062 -0.2842 1.6340 -0.3266
```
Forces are in eV/Å.

Summary:
- Orbital gap: 10.0 eV
- Relative energy (zero: lowest compared OMol25 entry of this formula, charge and spin): 165.5 kJ/mol
- Spin multiplicity: 1
- SMILES string: C=CC=O


Record 4
ORCA calculation (the ωB97M-V functional and the def2-TZVPD basis) on a cluster of 4 separate species, H8O4 in total.

```
12
Properties=species:S:1:pos:R:3:forces:R:3
O -17.700 -1.067 12.057 -0.3265 0.1102 0.3760
H -17.304 -1.800 11.585 0.0944 -0.0850 -0.2408
H -17.171 -0.309 11.810 0.1049 0.1446 -0.0401
O -16.157 -2.421 10.017 -0.0657 -0.1485 0.0104
H -15.677 -1.911 9.365 0.0863 0.2548 -0.2348
H -15.510 -3.034 10.366 0.2909 -0.2546 0.2053
O -18.251 -4.062 9.065 -0.1656 0.3508 -0.0480
H -18.629 -3.506 8.384 -0.2145 0.0366 -0.1521
H -17.470 -3.589 9.354 0.3849 0.4410 0.2159
O -18.491 -6.628 9.032 0.0081 -1.2592 0.1160
H -18.969 -6.590 8.204 -0.0658 -0.0016 -0.1089
H -18.212 -5.725 9.189 -0.1314 0.4109 -0.0988
```
Forces are in eV/Å.

Summary:
- Orbital gap: 10.3 eV
- Relative energy (zero: lowest compared OMol25 entry of this formula, charge and spin): 88.1 kJ/mol
- Spin multiplicity: 1
- SMILES string: O.O.O.O


Record 5
ORCA calculation (the ωB97M-V functional and the def2-TZVPD basis) on an isolated molecule of C4H9NOS.

```
16
Properties=species:S:1:pos:R:3:forces:R:3
O 0.787 3.051 -1.711 0.1886 -0.3538 -0.4859
C 0.374 1.791 -1.172 0.7294 0.4010 -1.9675
N 1.455 0.819 -1.141 -0.6622 -1.3383 -1.1110
S 1.102 -0.843 -0.933 -0.7085 1.1116 -0.1421
C 0.303 -0.902 0.662 3.3316 -0.0667 2.3716
C -1.131 -1.022 0.983 -0.3308 1.1050 1.9722
C -0.337 -2.234 0.910 0.5671 -3.1821 -1.2361
H 0.864 3.004 -2.691 -0.0486 -0.2479 1.0841
H -0.485 1.453 -1.768 0.4201 -0.6360 0.2245
H 0.047 1.997 -0.207 -0.7098 0.6072 1.8392
H 2.290 1.019 -0.638 0.2724 0.8572 0.4591
H 1.055 -0.589 1.466 -1.4412 -0.1424 -0.9870
H -1.741 -0.876 0.164 -1.7339 0.6206 -1.2572
H -1.458 -0.675 2.004 0.2753 -0.2865 -1.4019
H -0.234 -2.964 1.777 0.3261 1.4089 -1.1968
H -0.358 -2.733 -0.124 -0.4755 0.1422 1.8348
```
Forces are in eV/Å.

Summary:
- Orbital gap: 9.7 eV
- Relative energy (zero: lowest compared OMol25 entry of this formula, charge and spin): 284.9 kJ/mol
- Spin multiplicity: 1
- SMILES string: OCNSC1CC1


Record 6
ORCA calculation (the ωB97M-V functional and the def2-TZVPD basis) on a structure of composition C9H17N4O.

```
31
Properties=species:S:1:pos:R:3:forces:R:3
C -1.571 -0.338 -0.055 -0.3042 0.0178 0.0827
C -2.397 -1.365 0.443 3.2103 2.0275 -2.2194
C -1.201 1.996 -0.267 0.0962 0.0151 -0.0225
C 4.446 0.971 0.862 0.0192 0.0036 0.0415
C 3.573 -0.001 0.677 -0.2638 -0.0195 -0.1667
C -0.147 0.111 -1.131 -2.8455 -2.4781 3.1380
C -2.291 -2.809 0.113 0.0370 -0.1717 -0.2015
C -2.882 1.319 1.317 -0.1187 0.2012 0.1293
C 2.531 0.017 -0.406 0.3773 -0.0221 0.0187
N -0.282 1.445 -1.184 0.1097 0.4231 -0.2949
N -1.853 0.975 0.357 0.0628 0.1748 0.1051
N 0.128 -0.642 -2.199 0.2777 -0.0376 -0.6875
N 1.170 -0.172 0.131 -0.3128 0.0632 -0.2075
O -1.334 3.172 -0.089 0.0258 0.2458 -0.1064
H -3.198 -1.038 1.076 -0.1405 0.1670 0.1718
H 5.190 0.916 1.636 0.1513 -0.0530 0.1774
H 4.466 1.852 0.242 -0.0655 0.1660 -0.1485
H 3.579 -0.884 1.302 0.0866 -0.1174 0.1223
H -2.586 -2.990 -0.922 -0.0601 -0.0930 0.0058
H -2.955 -3.382 0.753 0.0526 -0.1398 0.0012
H -1.277 -3.187 0.238 0.0411 -0.1053 0.0486
H -3.875 1.081 0.931 0.0341 -0.0579 0.0137
H -2.712 0.801 2.261 -0.0182 -0.0393 -0.0369
H -2.821 2.395 1.480 -0.0275 -0.1247 0.0098
H 2.728 -0.785 -1.124 -0.1499 0.0951 0.0013
H 2.561 0.977 -0.925 -0.0425 -0.0396 -0.0541
H 0.222 2.058 -1.807 -0.0568 0.0121 0.0166
H 0.678 -0.257 -2.952 -0.0607 -0.0732 -0.0343
H 0.065 -1.643 -2.149 -0.0444 -0.0130 0.0185
H 0.990 0.513 0.866 -0.0251 -0.1764 0.0335
H 1.057 -1.106 0.525 -0.0455 0.1495 0.0443
```
Forces are in eV/Å.

Summary:
- Charge: +1
- Orbital gap: 9.1 eV
- Relative energy (zero: lowest compared OMol25 entry of this formula, charge and spin): 64.0 kJ/mol
- Spin multiplicity: 1


Record 7
ORCA calculation (the ωB97M-V functional and the def2-TZVPD basis) on an isolated molecule of C6H7N3O.

```
17
Properties=species:S:1:pos:R:3:forces:R:3
N 3.522 -0.281 -0.212 -13.8165 -5.1103 -0.7629
C 2.329 0.274 0.161 -0.3538 5.1669 1.2044
O 2.286 1.442 0.671 -0.1558 -4.5019 -1.3653
N 1.173 -0.500 -0.185 3.5188 4.3660 -1.0250
C -0.096 -0.126 -0.077 -3.9631 0.8635 0.4468
C -1.075 -1.114 0.222 -0.0887 5.0702 -0.8671
C -2.369 -0.714 0.280 -3.6608 -1.3435 -0.2518
C -2.742 0.586 -0.031 3.7336 0.1243 0.8881
C -1.686 1.523 -0.197 -2.3180 -1.7901 -0.5489
N -0.444 1.138 -0.283 1.6090 0.2356 -0.0547
H 3.521 -0.730 -1.031 -0.2424 -2.4493 -3.5520
H 4.261 0.034 -0.022 13.1697 6.6075 4.1241
H 1.219 -1.375 0.078 1.1705 -5.6697 1.2320
H -1.027 -2.073 0.385 1.7429 -5.1452 0.8370
H -3.235 -1.557 0.496 2.3508 2.3276 -0.4842
H -3.677 0.926 0.138 -3.0777 0.9496 0.0802
H -1.962 2.548 -0.394 0.3815 0.2986 0.0993
```
Forces are in eV/Å.

Summary:
- Orbital gap: 9.4 eV
- Relative energy (zero: lowest compared OMol25 entry of this formula, charge and spin): 194.0 kJ/mol
- Spin multiplicity: 1
- SMILES string: NC(=O)Nc1ccccn1


Record 8
ORCA calculation (the ωB97M-V functional and the def2-TZVPD basis) on a structure of composition C6H9NSZr.

```
18
Properties=species:S:1:pos:R:3:forces:R:3
Zr -0.580 0.682 -0.408 -3.8542 -0.7869 -2.2028
C -0.835 0.505 -2.553 -0.1500 -0.9964 0.5416
H -1.849 0.583 -2.964 -0.0119 0.1019 0.1041
H -0.215 1.321 -2.964 0.1250 0.2505 0.2388
H -0.434 -0.452 -2.908 0.0506 0.1516 -0.1631
H 1.159 0.471 0.289 1.7660 1.4061 1.0481
H 1.033 1.239 0.481 1.8604 -1.0477 -0.0478
S -1.384 -1.725 -0.372 0.4995 1.6502 -1.1231
C -0.764 -1.574 1.221 0.1438 0.7590 2.6712
C -0.546 -2.590 2.156 -0.0972 0.9635 -0.9380
C -0.105 -2.205 3.418 -0.1958 -0.8070 -0.0513
C 0.176 -0.885 3.748 0.2719 1.2599 0.0038
C 0.025 0.091 2.784 -0.9150 -0.9765 -0.8625
N -0.540 -0.247 1.572 0.2739 -1.3093 0.0203
H -0.772 -3.594 1.829 0.1659 -0.2134 0.4289
H 0.021 -2.975 4.166 0.0220 -0.0210 0.1221
H 0.501 -0.577 4.742 0.0259 -0.3324 -0.2777
H 0.251 1.146 2.882 0.0191 -0.0522 0.4875
```
Forces are in eV/Å.

Summary:
- Charge: +2
- Orbital gap: 5.8 eV
- Spin multiplicity: 1